(1)
DFT (ωB97M-V/def2-TZVPD) results for a structure of composition CH2N2O2 in a non-equilibrium geometry.

Positions of all 7 atoms, in Å:
1 C -0.041 0.155 -0.146
2 N 0.158 -1.082 0.336
3 N -0.960 0.711 -0.880
4 O -0.372 1.945 -0.773
5 O 0.842 1.143 0.008
6 H 1.020 -1.258 0.829
7 H -0.648 -1.614 0.625

## Properties
energy above the lowest of the compared OMol25 structures with the same formula, charge and spin = 139.7 kcal/mol
charge = 0
molecular weight = 74.04 g/mol
DFT total energy = -299.1143 a.u.
gap between HOMO and LUMO (spin up / spin down) = 8.301 / 8.303 eV

Atomic partial charges in e from the natural (NBO) method, atoms 1 to 6: number 1, C, carries 0.591; number 2, N, carries -0.823; number 3, N, carries -0.264; number 4, O, carries -0.050; number 5, O, carries -0.280; number 6, H, carries 0.411



(2)
DFT (ωB97M-V/def2-TZVPD) results for a cluster of 7 separate species, C44H41F6NPS in total.

Positions of all 94 atoms, in Å:
1 C -1.102 -6.184 0.948
2 C -1.793 -4.839 0.834
3 C -1.116 -3.635 0.978
4 C -1.820 -2.437 0.892
5 C -3.188 -2.435 0.650
6 C -3.869 -3.641 0.508
7 C -5.383 -3.635 0.283
8 N -5.977 -4.946 0.070
9 P -6.576 -5.594 1.396
10 S -8.112 -4.743 2.322
11 C -3.172 -4.837 0.587
12 H -1.208 -6.520 1.978
13 H -0.061 -6.153 0.648
14 H -1.671 -6.878 0.337
15 H -0.055 -3.619 1.168
16 H -1.319 -1.488 1.025
17 H -3.708 -1.490 0.578
18 H -5.608 -2.979 -0.559
19 H -5.801 -3.185 1.195
20 H -6.955 -6.896 1.023
21 H -5.555 -5.806 2.372
22 H -3.697 -5.769 0.460
23 F -0.987 -6.023 -2.462
24 C -0.268 -5.018 -2.991
25 C -0.169 -3.824 -2.304
26 C 0.581 -2.799 -2.860
27 C 1.212 -2.969 -4.085
28 C 1.096 -4.177 -4.760
29 C 0.355 -5.214 -4.210
30 H -0.672 -3.697 -1.353
31 H 0.671 -1.859 -2.330
32 H 1.792 -2.163 -4.515
33 H 1.582 -4.313 -5.717
34 H 0.256 -6.166 -4.715
35 F 2.984 -0.202 -5.401
36 C 4.029 0.162 -4.632
37 C 5.228 0.485 -5.234
38 C 6.295 0.867 -4.432
39 C 6.151 0.909 -3.051
40 C 4.938 0.571 -2.468
41 C 3.863 0.199 -3.262
42 H 5.319 0.439 -6.311
43 H 7.239 1.132 -4.887
44 H 6.987 1.203 -2.430
45 H 4.824 0.596 -1.393
46 H 2.906 -0.060 -2.829
47 F 4.878 0.728 1.067
48 C 4.215 1.901 1.171
49 C 4.878 3.074 0.869
50 C 4.190 4.276 0.971
51 C 2.863 4.290 1.377
52 C 2.220 3.097 1.678
53 C 2.895 1.890 1.572
54 H 5.914 3.042 0.559
55 H 4.692 5.203 0.730
56 H 2.333 5.220 1.461
57 H 1.186 3.104 1.996
58 H 2.409 0.949 1.794
59 F 1.696 6.532 -0.135
60 C 0.527 7.122 -0.467
61 C -0.218 7.733 0.521
62 C -1.419 8.337 0.178
63 C -1.859 8.312 -1.140
64 C -1.093 7.689 -2.116
65 C 0.114 7.090 -1.782
66 H 0.140 7.732 1.542
67 H -2.014 8.823 0.938
68 H -2.798 8.777 -1.403
69 H -1.436 7.666 -3.141
70 H 0.728 6.603 -2.528
71 F 1.345 -4.958 2.430
72 C 2.440 -5.698 2.672
73 C 2.566 -6.330 3.893
74 C 3.697 -7.096 4.135
75 C 4.683 -7.213 3.164
76 C 4.536 -6.565 1.945
77 C 3.405 -5.804 1.690
78 H 1.788 -6.220 4.636
79 H 3.807 -7.603 5.084
80 H 5.565 -7.809 3.358
81 H 5.304 -6.653 1.188
82 H 3.266 -5.297 0.744
83 F -4.503 8.950 0.469
84 C -5.001 8.126 1.417
85 C -5.360 6.841 1.063
86 C -5.865 5.996 2.041
87 C -6.011 6.447 3.346
88 C -5.646 7.744 3.677
89 C -5.132 8.595 2.708
90 H -5.243 6.513 0.039
91 H -6.144 4.984 1.782
92 H -6.408 5.785 4.104
93 H -5.762 8.098 4.693
94 H -4.835 9.608 2.946

## Properties
charge = -1
molecular weight = 760.85 g/mol
DFT total energy = -3094.7835 a.u.
gap between HOMO and LUMO = 5.563 eV

Atomic partial charges in e from the Mulliken method, atoms 1 to 6: number 1, C, carries -1.875; number 2, C, carries 1.066; number 3, C, carries -0.734; number 4, C, carries -0.391; number 5, C, carries -0.816; number 6, C, carries 0.453



(3)
DFT (ωB97M-V/def2-TZVPD) results for a cluster of 7 separate species, C44H44N8O13P in total in a non-equilibrium geometry.

Positions of all 110 atoms, in Å:
1 N 3.523 4.703 0.092
2 P 2.162 3.770 0.092
3 C 2.701 2.005 0.688
4 N 2.683 1.794 2.212
5 C 3.118 0.454 2.832
6 C 3.622 -0.819 1.927
7 C 3.636 -0.613 0.284
8 C 3.151 0.832 -0.388
9 C 3.145 1.108 -2.037
10 C 4.644 1.783 -2.347
11 C 5.863 0.679 -2.109
12 O 5.662 -0.591 -2.823
13 H 3.392 5.510 0.769
14 H 1.203 4.376 0.992
15 H 1.546 3.732 -1.228
16 H 2.373 2.597 2.830
17 H 3.110 0.351 4.015
18 H 3.991 -1.855 2.377
19 H 4.007 -1.507 -0.378
20 H 2.282 1.868 -2.349
21 H 2.960 0.120 -2.649
22 H 4.787 2.586 -1.474
23 H 4.695 2.319 -3.389
24 H 6.849 1.189 -2.540
25 H 6.006 0.507 -0.957
26 H 4.826 -1.064 -2.538
27 C -4.558 5.979 2.583
28 C -3.660 4.916 2.697
29 C -2.286 5.150 2.612
30 C -1.820 6.458 2.418
31 C -2.720 7.525 2.296
32 C -4.092 7.278 2.379
33 N -0.377 6.713 2.354
34 O 0.387 5.740 2.447
35 O -0.003 7.887 2.214
36 H -5.629 5.792 2.656
37 H -4.031 3.906 2.854
38 H -1.599 4.311 2.703
39 H -2.373 8.544 2.140
40 H -4.799 8.100 2.289
41 C 0.102 -2.650 5.650
42 C 0.065 -1.259 5.763
43 C -0.888 -0.524 5.056
44 C -1.807 -1.195 4.238
45 C -1.768 -2.591 4.116
46 C -0.808 -3.315 4.827
47 N -2.828 -0.431 3.512
48 O -2.818 0.804 3.630
49 O -3.643 -1.063 2.825
50 H 0.843 -3.219 6.208
51 H 0.779 -0.747 6.406
52 H -0.904 0.559 5.155
53 H -2.472 -3.124 3.481
54 H -0.771 -4.399 4.741
55 C 4.669 -6.598 -3.605
56 C 3.455 -6.968 -3.026
57 C 3.043 -6.379 -1.828
58 C 3.856 -5.414 -1.220
59 C 5.080 -5.046 -1.795
60 C 5.483 -5.644 -2.991
61 N 3.416 -4.773 0.026
62 O 2.337 -5.139 0.513
63 O 4.147 -3.901 0.515
64 H 4.984 -7.055 -4.542
65 H 2.827 -7.713 -3.509
66 H 2.093 -6.679 -1.390
67 H 5.723 -4.302 -1.331
68 H 6.429 -5.363 -3.447
69 C -0.823 0.522 -4.530
70 C -0.595 0.109 -5.844
71 C -0.478 -1.250 -6.140
72 C -0.595 -2.192 -5.109
73 C -0.816 -1.781 -3.788
74 C -0.928 -0.418 -3.503
75 N -0.498 -3.624 -5.418
76 O -0.283 -3.947 -6.595
77 O -0.640 -4.427 -4.485
78 H -0.919 1.582 -4.304
79 H -0.512 0.848 -6.638
80 H -0.300 -1.555 -7.169
81 H -0.904 -2.501 -2.977
82 H -1.103 -0.089 -2.481
83 C -6.291 -5.727 5.375
84 C -6.192 -6.772 6.295
85 C -5.143 -6.796 7.216
86 C -4.198 -5.761 7.210
87 C -4.291 -4.715 6.283
88 C -5.342 -4.703 5.364
89 N -3.107 -5.767 8.193
90 O -3.049 -6.720 8.985
91 O -2.311 -4.818 8.178
92 H -7.114 -5.709 4.662
93 H -6.935 -7.567 6.296
94 H -5.080 -7.617 7.927
95 H -3.561 -3.908 6.264
96 H -5.425 -3.894 4.642
97 C -0.660 7.065 -7.253
98 C -1.806 6.482 -7.795
99 C -2.452 5.447 -7.117
100 C -1.942 5.004 -5.889
101 C -0.787 5.582 -5.346
102 C -0.148 6.615 -6.035
103 N -2.631 3.933 -5.159
104 O -3.639 3.434 -5.681
105 O -2.168 3.592 -4.061
106 H -0.163 7.876 -7.783
107 H -2.198 6.837 -8.746
108 H -3.345 5.003 -7.553
109 H -0.377 5.245 -4.396
110 H 0.748 7.073 -5.620

## Properties
charge = +1
molecular weight = 923.85 g/mol
DFT total energy = -3459.4218 a.u.
gap between HOMO and LUMO = 6.550 eV

Atomic partial charges in e from the Mulliken method, atoms 1 to 6: number 1, N, carries -0.675; number 2, P, carries 0.446; number 3, C, carries 0.130; number 4, N, carries -0.020; number 5, C, carries -0.213; number 6, C, carries -0.474



(4)
DFT (ωB97M-V/def2-TZVPD) results for a structure of composition C34H21F4MoN8O6 in a non-equilibrium geometry.

Positions of all 74 atoms, in Å:
1 Mo 2.318 -1.887 -0.012
2 N 4.336 1.498 2.919
3 C 3.742 0.496 2.216
4 O 3.597 -0.602 2.798
5 C 3.240 0.891 0.806
6 C 3.427 -0.058 -0.306
7 H 4.973 1.258 3.744
8 H 4.747 2.302 2.408
9 H 3.708 1.796 0.503
10 H 2.142 1.168 0.919
11 H 4.452 -0.428 -0.473
12 H 3.066 0.464 -1.240
13 O -3.167 1.943 -4.045
14 N -3.606 2.595 -3.120
15 N -3.678 3.974 -3.518
16 O -3.183 4.487 -4.590
17 C -4.263 4.799 -2.557
18 C -4.699 6.107 -3.034
19 C -5.628 6.787 -2.332
20 C -6.055 6.259 -1.130
21 C -5.505 5.070 -0.614
22 C -4.594 4.326 -1.293
23 H -4.551 6.471 -4.047
24 H -5.992 7.683 -2.856
25 H -6.790 6.886 -0.614
26 H -5.955 4.534 0.221
27 H -4.143 3.430 -0.897
28 F -3.477 -3.152 3.361
29 C -3.553 -1.885 2.889
30 C -4.742 -1.236 2.729
31 F -5.846 -1.897 3.029
32 C -4.922 0.022 2.096
33 C -3.859 0.314 1.328
34 C -2.693 -0.413 1.265
35 F -1.757 -0.070 0.345
36 C -2.378 -1.358 2.229
37 C -1.003 -1.614 2.689
38 C 0.011 -1.933 1.888
39 N 1.085 -2.056 1.396
40 C -0.781 -1.557 4.095
41 N -0.623 -1.320 5.220
42 F -3.970 1.255 0.360
43 C -6.040 0.864 2.310
44 C -6.817 0.721 3.468
45 N -7.548 0.542 4.397
46 C -6.290 2.055 1.590
47 N -6.470 3.073 1.075
48 O 6.346 -4.752 3.012
49 C 6.872 -4.078 1.914
50 C 8.241 -3.867 1.664
51 C 8.657 -2.974 0.685
52 C 7.793 -2.680 -0.307
53 C 6.451 -2.938 -0.172
54 C 5.895 -3.533 0.997
55 C 4.429 -3.588 1.218
56 O 3.833 -4.055 2.169
57 O 3.782 -3.228 0.045
58 H 7.080 -4.951 3.596
59 H 8.894 -4.308 2.423
60 H 9.686 -2.545 0.670
61 H 8.071 -2.098 -1.209
62 H 5.845 -2.379 -0.902
63 N 1.442 -1.979 -1.514
64 C 0.443 -2.072 -2.396
65 C 0.675 -2.863 -3.592
66 C 0.062 -2.427 -4.797
67 C -0.688 -1.269 -4.837
68 C -1.083 -0.716 -3.650
69 C -0.649 -1.124 -2.410
70 H 1.283 -3.726 -3.563
71 H 0.187 -2.983 -5.744
72 H -1.118 -0.954 -5.813
73 H -1.755 0.144 -3.594
74 H -0.941 -0.658 -1.504

## Properties
energy above the lowest of the compared OMol25 structures with the same formula, charge and spin = 106.5 kcal/mol
charge = -1
molecular weight = 809.52 g/mol
multiplicity = 3
DFT total energy = -2665.1144 a.u.
gap between HOMO and LUMO (spin up / spin down) = 5.067 / 4.637 eV

Atomic partial charges in e from the Mulliken method, atoms 1 to 6: number 1, Mo, carries 1.954; number 2, N, carries -0.466; number 3, C, carries 0.454; number 4, O, carries -0.581; number 5, C, carries -0.406; number 6, C, carries -0.592